Formula: C9H21FHfN3O3
Source: the OMol25 dataset
Level of theory: ωB97M-V with the def2-TZVPD basis set

## Properties
Spin multiplicity   2
⟨S²⟩   0.75
Kohn-Sham gap (spin up / spin down)   7.00 / 7.32 eV
HOMO energy (spin up / spin down)   -0.55598 / -0.59359 Eh
Lowest unoccupied orbital energy (spin up / spin down)   -8.1 / -8.8 eV
Net charge   +2

```
38
Properties=species:S:1:pos:R:3:mulliken_spin:R:1
Hf -0.114 0.970 0.920 1.11
F -0.991 -0.343 -0.807 0.02
C 1.367 -2.994 -0.142 0.00
C 2.229 -1.799 0.366 0.00
O 1.668 -0.690 0.438 -0.09
N 3.474 -2.130 0.599 0.00
C 4.360 -1.148 1.128 0.00
H 1.418 -2.890 -1.226 0.00
H 0.383 -2.823 0.294 0.00
H 1.782 -3.903 0.293 0.00
H 3.773 -3.090 0.508 0.00
H 5.134 -1.635 1.722 0.00
H 3.828 -0.506 1.830 0.00
H 4.773 -0.526 0.334 0.00
C 3.323 1.404 -1.551 -0.01
C 1.927 1.769 -1.836 0.00
O 1.083 1.504 -1.001 -0.11
N 1.627 2.452 -2.860 0.00
C 0.268 2.872 -3.275 0.00
H 3.905 1.555 -2.459 0.00
H 3.319 0.352 -1.268 0.00
H 3.731 1.937 -0.692 0.00
H 2.353 2.924 -3.380 0.00
H 0.117 2.701 -4.341 0.00
H 0.154 3.942 -3.096 0.00
H -0.558 2.469 -2.689 0.00
C -4.538 0.280 0.308 0.00
C -3.586 0.179 1.441 0.00
O -2.491 0.768 1.348 0.06
N -3.954 -0.433 2.577 0.00
C -5.125 -0.857 3.123 0.00
H -5.518 -0.008 0.690 0.00
H -4.325 -0.354 -0.553 0.00
H -4.739 1.347 0.221 0.00
H -3.246 -0.498 3.294 0.00
H -5.974 -0.239 2.834 0.00
H -5.240 -0.817 4.206 0.00
H -5.597 -1.744 2.700 0.00
```

Formula: C5H10O
Source: the OMol25 dataset
Level of theory: ωB97M-V with the def2-TZVPD basis set

## Properties
Structure (SMILES)   C1=CC1.[H][H].CC=O
Energy above the lowest of the compared OMol25 structures with the same formula, charge and spin   100.52 kcal/mol
Kohn-Sham gap   10.57 eV
HOMO energy   -0.35229 Eh
Lowest unoccupied orbital energy   1.0 eV

```
16
Properties=species:S:1:pos:R:3:mulliken_charge:R:1
C -0.618 0.784 1.181 -0.25
C -1.755 0.174 1.138 -0.53
C -0.578 -0.684 1.494 -0.45
H -0.047 1.694 1.080 0.44
H -2.822 0.189 0.969 0.39
H -0.187 -1.391 0.752 0.19
H -0.446 -1.012 2.528 0.22
H -1.693 -1.167 -1.366 -0.09
H -2.312 -1.223 -0.956 0.09
C 2.035 0.410 -0.614 -0.80
C 0.766 0.356 -1.423 0.02
O 0.347 -0.669 -1.908 -0.48
H 2.086 -0.468 0.035 0.26
H 2.112 1.324 -0.019 0.27
H 2.884 0.371 -1.305 0.33
H 0.230 1.314 -1.586 0.39
```

Formula: C41H49F6N5O21
Source: the OMol25 dataset
Level of theory: ωB97M-V with the def2-TZVPD basis set

## Properties
Structure (SMILES)   CCCCc1nc2c(N)c(-c3cccnc3)cc(NCC)c2nc1COCOCCO.O=C1OC[C@@H](F)O1.O=C1OC[C@@H](F)O1.O=C1OC[C@@H](F)O1.O=C1OC[C@@H](F)O1.O=C1OC[C@@H](F)O1.O=C1OC[C@@H](F)O1
Kohn-Sham gap   6.87 eV
HOMO energy   -0.24684 Eh
Lowest unoccupied orbital energy   0.2 eV

```
122
Properties=species:S:1:pos:R:3:mulliken_charge:R:1
C 3.684 -3.525 1.647 -1.18
C 2.674 -4.527 1.033 -0.22
C 1.788 -3.962 -0.097 -0.59
C 0.737 -2.919 0.360 -0.89
C 1.307 -1.487 0.484 0.32
N 2.472 -1.271 -0.094 -0.13
C 2.952 -0.005 0.079 -0.15
C 4.216 0.312 -0.515 0.79
N 4.853 -0.716 -1.275 -0.66
C 4.792 1.565 -0.380 0.41
C 6.112 1.870 -1.046 -0.62
C 6.187 3.025 -1.836 -0.20
C 7.450 3.228 -2.446 -0.93
C 8.437 2.279 -2.178 -0.42
N 8.357 1.180 -1.439 -0.62
C 7.175 0.982 -0.846 -0.12
C 4.071 2.543 0.392 -0.74
C 2.857 2.258 0.965 0.54
N 2.208 3.266 1.726 -0.41
C 2.243 4.600 1.113 -0.17
C 1.374 5.527 2.019 -1.41
C 2.245 0.967 0.807 0.78
N 1.020 0.778 1.376 -0.61
C 0.596 -0.452 1.191 -0.09
C -0.789 -0.776 1.802 -0.55
O -1.649 0.324 1.508 -0.33
C -2.931 -0.055 1.130 -0.11
O -3.168 0.292 -0.229 -0.27
C -4.552 0.226 -0.494 -0.14
C -4.857 0.589 -1.946 -0.67
O -4.119 -0.226 -2.856 -0.51
H 3.133 -2.665 2.066 0.23
H 4.413 -3.172 0.898 0.24
H 4.286 -3.969 2.460 0.44
H 3.275 -5.341 0.580 0.35
H 2.107 -4.991 1.857 0.13
H 2.391 -3.620 -0.954 0.28
H 1.199 -4.825 -0.495 0.29
H 0.368 -3.230 1.356 0.40
H -0.101 -2.908 -0.361 0.44
H 4.153 -1.305 -1.719 0.23
H 5.360 -0.286 -2.047 0.32
H 5.346 3.705 -1.979 0.61
H 7.635 4.108 -3.069 0.50
H 9.415 2.465 -2.648 0.34
H 7.059 0.085 -0.231 0.47
H 4.548 3.519 0.501 0.40
H 1.234 3.019 1.883 0.39
H 3.242 5.053 1.101 0.24
H 1.778 4.620 0.110 0.18
H 1.618 5.348 3.082 0.34
H 1.566 6.590 1.813 0.41
H 0.299 5.295 1.917 0.33
H -1.177 -1.748 1.475 0.38
H -0.623 -0.789 2.899 0.17
H -3.671 0.525 1.726 0.11
H -3.167 -1.125 1.299 0.24
H -4.889 -0.824 -0.362 0.20
H -5.139 0.910 0.148 0.28
H -4.589 1.645 -2.157 0.32
H -5.942 0.500 -2.159 0.35
H -4.389 -0.005 -3.754 0.30
O -6.521 0.248 2.501 -0.49
C -7.374 -0.360 1.945 0.55
O -8.696 -0.074 2.037 -0.17
C -9.380 -0.934 1.124 -0.54
C -8.409 -2.075 0.982 0.32
F -8.471 -2.625 -0.255 -0.29
O -7.151 -1.439 1.139 -0.23
H -9.547 -0.408 0.183 0.30
H -10.341 -1.247 1.527 0.28
H -8.518 -2.858 1.736 0.28
O 5.608 6.648 -2.997 -0.50
C 6.626 6.963 -2.476 0.63
O 6.779 7.138 -1.141 -0.28
C 8.169 7.374 -0.902 -0.42
C 8.636 7.885 -2.240 0.29
F 9.921 7.532 -2.484 -0.29
O 7.791 7.199 -3.146 -0.29
H 8.654 6.436 -0.624 0.29
H 8.313 8.096 -0.102 0.28
H 8.522 8.962 -2.378 0.29
O 0.475 -6.978 -0.230 -0.49
C 0.437 -7.643 0.753 0.59
O 0.311 -8.993 0.756 -0.34
C 0.443 -9.425 2.113 -0.49
C 0.065 -8.184 2.877 0.37
F 0.737 -8.101 4.051 -0.29
O 0.507 -7.144 2.020 -0.24
H 1.474 -9.729 2.299 0.30
H -0.216 -10.265 2.322 0.29
H -1.006 -8.076 3.061 0.23
O -4.072 -8.860 1.677 -0.53
C -3.958 -8.252 0.665 0.65
O -3.963 -6.892 0.584 -0.29
C -3.661 -6.557 -0.771 -0.30
C -4.072 -7.805 -1.508 0.32
F -3.299 -8.013 -2.599 -0.28
O -3.810 -8.824 -0.562 -0.30
H -2.593 -6.349 -0.861 0.21
H -4.219 -5.680 -1.094 0.27
H -5.125 -7.833 -1.798 0.27
O -11.918 2.786 1.801 -0.52
C -10.981 2.973 2.502 0.65
O -10.273 1.987 3.111 -0.23
C -9.150 2.605 3.746 -0.38
C -9.630 4.021 3.925 0.30
F -8.605 4.904 3.847 -0.29
O -10.479 4.205 2.807 -0.32
H -8.279 2.538 3.092 0.21
H -8.918 2.118 4.691 0.30
H -10.192 4.196 4.844 0.29
O 2.864 2.831 -2.501 -0.38
C 2.989 3.458 -3.497 0.59
O 2.938 4.815 -3.558 -0.26
C 3.274 5.194 -4.893 -0.34
C 2.936 3.947 -5.668 0.28
F 3.755 3.792 -6.738 -0.30
O 3.202 2.917 -4.735 -0.32
H 4.336 5.442 -4.944 0.17
H 2.695 6.057 -5.212 0.30
H 1.896 3.884 -5.993 0.30
```

Formula: C4H18N2O3
Source: the OMol25 dataset
Level of theory: ωB97M-V with the def2-TZVPD basis set

## Properties
Structure (SMILES)   CCCNCN.O.O.O
Energy above the lowest of the compared OMol25 structures with the same formula, charge and spin   1.23 kcal/mol
Kohn-Sham gap   9.01 eV
HOMO energy   -0.31002 Eh
Lowest unoccupied orbital energy   0.6 eV

```
27
Properties=species:S:1:pos:R:3:mulliken_charge:R:1
C 0.408 -1.511 -0.756 -1.02
C -0.334 -0.918 -1.946 -0.01
C -1.542 -0.072 -1.552 -0.93
N -1.251 1.236 -0.937 -0.35
C -1.067 1.212 0.524 -0.29
N 0.164 1.849 1.011 -0.59
H -0.256 -2.113 -0.137 0.37
H 0.864 -0.777 -0.092 0.04
H 1.190 -2.205 -1.081 0.36
H 0.354 -0.331 -2.558 0.15
H -0.680 -1.735 -2.586 0.34
H -2.181 -0.606 -0.843 0.43
H -2.171 0.113 -2.426 0.32
H -0.445 1.633 -1.393 0.31
H -1.936 1.717 0.950 0.32
H -1.079 0.194 0.924 0.13
H 0.882 1.897 0.295 0.20
H -0.002 2.816 1.251 0.26
O 1.398 -0.228 2.713 -0.71
H 1.557 0.123 3.585 0.29
H 0.944 0.498 2.206 0.45
O 1.803 1.621 -1.773 -0.67
H 1.964 0.821 -1.252 0.27
H 2.227 1.489 -2.614 0.29
O -0.620 -2.215 2.649 -0.65
H 0.108 -1.546 2.664 0.38
H -0.299 -2.962 3.172 0.30
```

Formula: C3H2N3PS
Source: the OMol25 dataset
Level of theory: ωB97M-V with the def2-TZVPD basis set

## Properties
Structure (SMILES)   c1cn2npnc2s1
Energy above the lowest of the compared OMol25 structures with the same formula, charge and spin   17.80 kcal/mol
Kohn-Sham gap   9.32 eV
HOMO energy   -0.33089 Eh
Lowest unoccupied orbital energy   0.3 eV

```
10
Properties=species:S:1:pos:R:3:mulliken_charge:R:1
C -0.045 0.884 0.035 -0.25
C 0.554 -0.328 0.008 -0.38
N 1.891 -0.217 -0.107 0.56
N 2.768 -1.259 0.031 -0.85
P 4.293 -0.671 0.019 0.08
N 4.091 0.903 -0.001 -0.34
C 2.338 1.057 -0.108 0.41
S 1.146 2.218 0.029 -0.08
H -1.031 1.200 0.169 0.44
H -0.027 -1.183 0.092 0.42
```

Formula: C3H3F3N3
Source: the OMol25 dataset
Level of theory: ωB97M-V with the def2-TZVPD basis set

## Properties
Energy above the lowest of the compared OMol25 structures with the same formula, charge and spin   50.67 kcal/mol
Kohn-Sham gap   6.25 eV
HOMO energy   -0.51072 Eh
Lowest unoccupied orbital energy   -7.6 eV
Net charge   +1

```
12
Properties=species:S:1:pos:R:3:mulliken_charge:R:1
C 0.524 -1.204 -1.015 -0.24
C 1.112 -1.108 1.048 -0.16
C -1.630 2.329 -0.006 0.93
N 0.068 -0.080 -0.529 -0.16
N 1.049 -1.911 0.003 -0.12
N 0.452 -0.021 0.784 -0.36
F -0.762 3.095 0.481 0.00
F -2.659 2.211 0.649 0.00
F -1.754 2.275 -1.271 0.00
H 0.435 -1.492 -2.018 0.42
H 1.487 -1.395 1.962 0.42
H 1.678 -2.701 -0.088 0.26
```

Formula: C34H54O23
Source: the OMol25 dataset
Level of theory: ωB97M-V with the def2-TZVPD basis set

## Properties
Structure (SMILES)   C[C@H]1COC(=O)O1.C[C@H]1COC(=O)O1.C[C@H]1COC(=O)O1.C[C@H]1COC(=O)O1.C[C@H]1COC(=O)O1.C[C@H]1COC(=O)O1.C[C@H]1COC(=O)O1.CC(C)=O.CC(C)=O
Energy above the lowest of the compared OMol25 structures with the same formula, charge and spin   0.00 kcal/mol
Kohn-Sham gap   10.02 eV
HOMO energy   -0.35793 Eh
Lowest unoccupied orbital energy   0.3 eV

```
111
Properties=species:S:1:pos:R:3:mulliken_charge:R:1
C -4.530 3.042 0.548 -1.64
C -4.249 1.741 -0.064 0.33
C -2.792 1.413 -0.124 -0.13
O -2.796 -0.028 -0.017 0.73
C -3.891 -0.410 0.625 0.26
O -4.138 -1.528 0.941 -0.57
O -4.702 0.653 0.790 -0.44
H -5.633 3.071 0.755 0.37
H -4.436 3.844 -0.129 0.47
H -3.971 3.213 1.444 0.25
H -4.750 1.711 -1.033 0.42
H -2.199 1.795 0.718 -0.64
H -2.283 1.651 -1.055 0.49
C -2.190 -3.375 -4.291 -1.53
C -2.696 -3.846 -2.931 0.43
C -2.364 -2.840 -1.837 0.13
O -3.462 -1.955 -1.994 -0.12
C -4.567 -2.672 -2.469 0.46
O -5.689 -2.297 -2.497 -0.56
O -4.104 -3.831 -2.974 -0.41
H -2.653 -2.409 -4.477 0.37
H -2.652 -4.057 -4.996 0.38
H -1.108 -3.349 -4.385 0.35
H -2.361 -4.844 -2.677 0.45
H -1.425 -2.386 -2.021 -0.14
H -2.440 -3.321 -0.842 0.19
C 4.339 2.904 -1.559 -1.03
C 5.095 2.231 -0.388 0.28
C 4.250 1.703 0.766 0.09
O 4.766 0.402 1.024 -0.22
C 5.497 -0.003 -0.037 0.66
O 5.888 -1.088 -0.254 -0.55
O 5.698 1.027 -0.823 -0.42
H 4.971 2.919 -2.455 0.37
H 4.065 3.914 -1.336 0.39
H 3.481 2.297 -1.770 -0.02
H 5.978 2.866 -0.148 0.33
H 3.183 1.578 0.546 -0.28
H 4.363 2.289 1.648 0.45
C 3.580 -5.181 -0.213 -1.55
C 2.117 -5.433 -0.604 0.75
C 1.105 -4.405 -0.251 -0.04
O 0.144 -4.536 -1.367 -0.21
C 0.734 -5.049 -2.405 0.47
O 0.280 -5.125 -3.467 -0.50
O 1.941 -5.575 -2.057 -0.45
H 3.660 -5.055 0.845 0.33
H 3.856 -4.236 -0.649 0.39
H 4.178 -5.960 -0.651 0.44
H 1.900 -6.443 -0.179 0.18
H 1.525 -3.356 -0.436 -0.16
H 0.600 -4.413 0.702 0.36
C 3.365 -0.266 3.692 -1.70
C 3.281 -1.470 2.750 1.51
C 4.278 -2.632 2.917 -0.32
O 3.499 -3.840 2.844 -0.41
C 2.182 -3.539 2.921 0.49
O 1.340 -4.370 3.041 -0.58
O 1.954 -2.182 2.913 -0.12
H 4.418 0.005 3.728 0.45
H 3.249 -0.644 4.717 0.48
H 2.672 0.531 3.443 0.12
H 3.349 -1.107 1.723 -0.40
H 4.746 -2.634 3.905 0.22
H 4.974 -2.635 2.068 0.31
C -1.862 5.088 3.318 -1.08
C -0.454 4.977 2.699 0.52
C 0.534 4.153 3.474 -0.76
O 1.009 3.142 2.562 -0.13
C 0.512 3.434 1.358 0.71
O 0.926 2.962 0.337 -0.53
O -0.517 4.344 1.422 -0.40
H -1.787 5.430 4.361 0.36
H -2.231 4.053 3.253 0.09
H -2.437 5.784 2.671 0.32
H -0.036 5.992 2.475 0.41
H 0.116 3.630 4.307 0.28
H 1.497 4.599 3.834 0.30
C -4.151 -0.776 4.067 -1.02
C -2.659 -0.962 4.349 0.26
C -1.843 -1.379 3.072 -0.28
O -1.501 -0.100 2.507 0.30
C -1.526 0.780 3.506 0.11
O -1.242 1.962 3.271 -0.56
O -1.965 0.330 4.639 -0.37
H -4.508 -1.781 3.978 0.40
H -4.429 -0.189 3.194 0.01
H -4.714 -0.307 4.945 0.35
H -2.411 -1.523 5.239 0.44
H -2.494 -1.940 2.419 0.27
H -0.930 -1.893 3.222 0.06
C -0.203 4.832 -6.445 -1.19
C -1.486 4.310 -5.986 0.90
C -1.708 2.897 -6.362 -0.99
O -2.378 4.924 -5.403 -0.59
H -0.130 4.563 -7.493 0.33
H 0.576 4.227 -5.980 0.32
H -0.051 5.829 -6.186 0.34
H -1.845 2.859 -7.421 0.35
H -2.562 2.420 -5.813 0.25
H -0.780 2.349 -6.108 0.27
C 0.371 -0.603 0.019 2.10
C 1.342 -0.149 -1.098 0.60
C 0.764 0.345 -2.355 -1.55
O 2.542 -0.246 -0.888 -0.54
H 0.206 -1.679 -0.002 -0.21
H -0.570 -0.106 -0.061 -1.29
H 0.861 -0.285 0.980 -0.21
H 1.425 0.907 -2.968 0.42
H -0.161 0.839 -2.128 0.26
H 0.466 -0.518 -2.940 0.35
```

Formula: C4H3ClO5
Source: the OMol25 dataset
Level of theory: ωB97M-V with the def2-TZVPD basis set

## Properties
Energy above the lowest of the compared OMol25 structures with the same formula, charge and spin   18.35 kcal/mol
Kohn-Sham gap (spin up / spin down)   6.85 / 6.05 eV
HOMO energy (spin up / spin down)   -0.03316 / -0.00411 Eh
Lowest unoccupied orbital energy (spin up / spin down)   5.9 / 5.9 eV
Net charge   -2

```
13
Properties=species:S:1:pos:R:3:mulliken_charge:R:1
C 1.609 0.486 -1.386 0.73
C -1.425 -1.208 1.568 0.60
C 0.582 1.055 -0.485 -0.23
C -1.256 -0.858 0.142 -0.26
O 1.344 0.348 -2.606 -0.73
O -2.100 -0.442 2.284 -0.75
O 2.730 0.324 -0.714 -0.81
O -0.772 -2.217 1.859 -0.73
O 1.147 1.421 0.697 -0.54
Cl -2.568 0.060 -0.714 -0.30
H -0.251 1.811 -0.733 0.30
H -1.066 -1.775 -0.491 0.31
H 2.026 0.996 0.579 0.42
```